No. 1
Computed, not measured: a molecular structure, C4H10N2O2, with ωB97M-V/def2-TZVPD.

Atoms and positions in Å:
C: 0.3684 -0.4442 -0.8897
O: -0.1465 0.5833 1.2803
H: -2.1552 0.8494 -1.4050
H: -1.8164 -1.8003 -0.5962
N: -0.1668 -0.8613 0.2832
C: 1.7292 -0.4390 -0.9851
H: 1.7987 0.6647 0.6809
O: -0.3431 0.2017 -1.8779
C: 1.1281 0.9452 1.5773
H: -1.6585 -1.9754 1.1778
H: 1.5406 0.4173 2.4474
H: -0.9689 1.4858 -0.4717
H: 2.2919 -1.1727 -0.4316
C: -1.5481 -1.2936 0.3342
H: 2.2069 0.0025 -1.8465
H: -2.2410 -0.4649 0.5013
H: 1.2075 2.0367 1.6559
N: -1.2269 1.2648 -1.4346

Total charge: 0
Energy relative to the best compared isomer or geometry (same formula, charge and spin), kcal per mole: 164.3
Spin multiplicity: 1


No. 2
Computed, not measured: C15H13FN4O3S in the gas phase, with ωB97M-V/def2-TZVPD.

Atoms and positions in Å:
H: -5.0818 1.2649 1.3177
C: 1.5391 0.0145 1.0119
C: -3.8313 -0.2454 0.4411
C: -2.2866 -2.8005 0.4476
N: 0.5554 -1.7445 0.1379
N: 0.4543 -0.2377 1.7784
H: -4.0991 -0.9858 1.1773
F: -4.5928 3.1930 -0.3240
C: -3.1747 1.6965 -1.4536
O: -1.6855 -2.1757 -1.7474
N: 3.5616 0.1915 -0.7373
H: -3.3002 -3.0583 0.7507
H: 3.1818 2.5986 2.2598
C: -2.6262 0.4342 -1.5355
C: 4.6928 0.3532 -1.6370
C: 2.6824 -0.8661 -0.9973
H: -1.9374 0.1831 -2.3282
C: 2.3127 1.9441 2.2748
H: -2.9355 2.4644 -2.1718
H: 4.6661 1.3444 -2.0884
C: 3.4979 1.1223 0.2900
C: -2.2789 -1.8565 -0.7404
H: 2.2610 1.3969 3.2152
C: 1.6299 -0.8968 -0.0274
O: 2.8395 -1.6292 -1.9282
O: 4.3316 1.9936 0.3986
C: -4.0519 1.9685 -0.4162
H: 0.3110 -2.4847 -0.5019
C: -0.1143 -1.2898 1.2232
S: -1.5311 -2.0123 1.9211
C: -2.9405 -0.5472 -0.5905
H: 5.6248 0.2485 -1.0822
H: 1.3996 2.5274 2.1553
N: 2.4457 1.0094 1.1790
H: -1.7450 -3.7148 0.1997
C: -4.3910 1.0133 0.5288
H: 4.6166 -0.4169 -2.4009

Total charge: 0
Spin multiplicity: 1
SMILES: Cn1c(=O)c2[nH]c(SCC(=O)c3ccc(F)cc3)nc2n(C)c1=O


No. 3
Computed, not measured: a molecular structure, C45H51BiF6N6O8PS5, with ωB97M-V/def2-TZVPD.

Atoms and positions in Å:
H: 4.1132 2.8723 2.3466
C: 2.9280 2.2545 -2.3806
C: 1.3863 -4.6037 -1.0090
C: 1.3941 -1.2258 2.1764
F: 6.4880 -3.3988 1.9725
S: 4.8008 -3.7933 -0.0073
H: -3.2459 -4.7661 3.8979
H: 0.0254 5.3764 -3.6858
F: 2.4320 -2.7223 -3.5332
P: 0.3734 2.2994 -3.2492
C: 6.4770 -3.3260 0.6336
F: 4.4705 -3.0662 -4.1755
O: 4.8602 -5.2205 -0.0964
C: 1.4442 -1.8369 4.5414
H: 1.2934 -2.5890 5.3079
H: -4.1890 3.2474 -2.0623
H: -6.1426 5.5381 0.1986
H: -5.4983 5.4918 -1.4468
C: -3.1318 -0.0551 2.8765
C: -2.0474 -2.0827 2.1824
C: -2.7745 -1.0222 -1.9071
H: -5.6041 -2.8626 1.3399
C: -2.8342 -2.8036 3.1096
H: 2.3374 1.3926 4.1483
Bi: 0.3339 -1.4235 -0.0397
C: -0.0879 -5.0467 -2.6283
C: -0.0424 4.8257 -0.9410
H: -0.3042 -4.4954 0.8019
F: 6.7920 -2.0694 0.2918
H: -3.2801 1.0106 2.8117
C: 4.5632 -0.3669 1.4447
H: -0.6231 -5.4914 -3.4545
C: -4.0915 -1.1743 -1.1830
S: 0.2101 0.3552 -2.9113
S: 4.2378 -1.7606 -1.8864
H: -1.2218 6.3506 -2.8714
C: 3.6463 -2.1973 -3.5879
H: -6.6092 4.2396 -0.9034
O: -0.8662 1.9038 2.6662
C: 2.4244 0.9594 1.4842
H: 5.6488 1.9867 2.1353
N: 0.4885 -3.5921 -0.9877
H: 3.0484 1.7583 -4.4772
C: -4.2778 -2.0890 -0.1548
C: 1.2138 -2.1506 3.2098
H: -2.0988 -3.1441 -3.1557
N: 3.9532 0.9960 1.3979
N: -1.7548 -1.9661 -1.4940
N: -1.1548 -2.7302 1.3696
C: 1.8246 -0.5465 4.8929
C: -6.3597 -0.4039 -0.8580
H: 4.4826 1.4614 3.3719
H: -2.0064 4.3912 -1.6357
C: -3.9135 3.2473 -1.0128
H: 2.7942 1.2106 -2.0760
H: 3.9239 4.0306 -1.6661
C: -2.6520 -4.2009 3.1882
C: 2.0657 0.3741 3.8891
C: -6.5283 -1.3058 0.1865
H: 0.8689 -3.1531 2.9820
C: -0.9624 5.3495 -3.2286
O: 3.8965 -3.1931 0.9392
H: -2.8279 3.3040 2.6825
H: -3.4724 -2.7631 0.1020
H: 2.1188 0.6545 0.4876
C: -3.9103 -0.7814 3.7906
C: -5.7802 4.8779 -0.5895
O: 1.6436 2.8845 -2.4002
O: 5.2869 -0.7960 -2.0655
C: -3.1464 3.2933 1.6486
H: 2.1018 1.9891 1.6248
C: 1.0682 -5.5269 -1.9968
S: 0.4443 2.8991 -5.1148
H: -5.0221 0.3677 -2.3465
H: 2.1989 -4.6401 -0.3080
C: -2.4796 2.4810 0.7435
C: 3.7251 3.0109 -1.3291
H: -1.5857 -5.8838 2.4025
N: 4.7936 -3.1597 -1.4343
C: -2.1952 -0.6651 2.0622
C: 3.6298 2.2856 -3.7252
C: -5.4850 -2.1514 0.5308
C: -1.7514 -4.8160 2.3759
H: -7.4692 -1.3522 0.7209
C: 1.9248 0.0149 2.5454
H: 1.9269 -0.2631 5.9328
H: 4.6970 2.5299 -1.1668
H: 3.1575 3.0774 -0.3929
H: -1.6708 5.0473 -3.9996
H: 5.6218 -0.2793 1.2022
H: -0.4092 5.7578 -0.5008
H: 1.6273 -6.4199 -2.2289
H: -7.1711 0.2557 -1.1423
C: -5.1530 -0.3431 -1.5364
S: -1.0799 1.5300 1.2850
C: -1.0162 -4.0327 1.4697
H: -4.6318 -0.2475 4.3977
H: 4.6043 1.8001 -3.6329
O: -0.0221 1.7978 0.3411
C: -4.6175 4.0482 -0.1157
H: 4.0512 -0.9970 0.7279
C: -4.2132 4.0679 1.2148
C: -2.8453 2.4749 -0.5948
H: -2.2550 1.9291 -1.3153
F: 7.4194 -4.1412 0.1622
H: 0.9609 4.9908 -1.3336
C: -0.9939 4.3946 -2.0484
H: 3.7594 3.3175 -4.0603
C: -3.7747 -2.1324 3.9203
H: -2.9324 -1.0502 -2.9902
O: 3.0478 -1.2789 -1.2127
H: 0.0097 4.0592 -0.1696
H: -4.7363 4.7014 1.9226
C: -1.5053 -2.9633 -2.2549
N: -1.4011 -0.0316 1.1188
H: 4.1379 1.3852 0.4709
F: 3.6126 -1.0879 -4.3169
C: 4.5939 1.8975 2.3847
H: -2.3592 -0.0397 -1.6998
C: -0.4262 -3.8635 -1.9834
H: 4.4199 -0.7748 2.4408
H: -4.3697 -2.7014 4.6242
O: -0.8120 3.0111 -2.4148

Total charge: -1
Energy relative to the best compared isomer or geometry (same formula, charge and spin), kcal per mole: 1.6
Spin multiplicity: 1


| no. | calculated total energy (eV) | frontier orbital gap (eV) |
| --- | --- | --- |
| 1 | -11379.7794 | 8.97 |
| 2 | -41423.2950 | 7.90 |
| 3 | -158427.6618 | 6.19 |